Density functional theory data (ωB97M-V/def2-TZVPD) for a molecular structure, C29H49BaCl3N3O3Si in a non-equilibrium geometry.

Properties
**Energy relative to the best compared isomer or geometry (same formula, charge and spin)**: 0.00 kcal/mol
**E_tot**: -3220.21493 Eh
**Highest occupied orbital energy**: -0.1150 hartree
**Charge**: -1

Cartesian coordinates (Å):
C -1.08474 0.35074 -5.23438
C -2.49213 -0.10790 -4.99327
H -0.58608 -0.28706 -5.97691
H -0.48870 0.35299 -4.31127
H -1.08052 1.37512 -5.64444
C -3.19721 -0.77597 -5.92515
C -2.70979 -1.15388 -7.28697
H -4.23181 -1.06079 -5.72678
H -1.73609 -1.67015 -7.27980
H -2.63384 -0.29467 -7.97200
H -3.45348 -1.83511 -7.72274
Ba 1.47833 1.31278 0.70071
Cl -0.38674 3.58596 0.30813
Cl 1.99248 0.51747 -2.11363
C -1.02792 1.82618 3.10070
O -0.19176 0.91230 2.88584
N -2.32196 1.62218 3.41290
C -2.76121 0.27760 3.74756
C -3.33177 2.60011 3.02101
H -0.75970 2.88615 3.02132
H -1.96222 -0.22228 4.29741
H -2.98532 -0.29805 2.83839
H -3.66143 0.35637 4.36510
H -2.84186 3.56971 2.87418
H -4.10651 2.67695 3.79489
H -3.80710 2.30492 2.06897
H 4.06331 -1.36191 -2.69275
H 1.74102 -2.07316 -2.56348
C 4.34482 -1.96669 -1.82519
C 2.01839 -2.80169 -1.79220
N 3.14534 -2.27713 -1.04729
H 5.03773 -1.39880 -1.20077
C 3.06063 -1.91026 0.23676
O 2.02928 -1.72713 0.91802
H 1.15861 -2.98556 -1.14575
H 4.06975 -1.73389 0.68138
H 4.80933 -2.90058 -2.15981
H 2.33628 -3.73207 -2.27591
O -2.21833 -0.24948 -2.61949
C -3.07815 0.25622 -3.63471
C -4.82842 -1.53594 -3.37048
C -4.52895 -0.17167 -3.42030
H -4.02476 -2.26531 -3.52036
C -6.15001 -1.94344 -3.12970
H -3.02172 1.35531 -3.58130
C -5.53967 0.79025 -3.28020
H -6.36484 -3.00555 -3.02215
C -7.16174 -0.98818 -2.99928
C -6.85753 0.37301 -3.07914
H -5.25233 1.84547 -3.32354
H -8.19584 -1.30276 -2.84416
H -7.64059 1.12571 -2.97145
Si -2.38616 -0.76383 -1.02691
Cl 4.58321 0.54620 0.86255
C -2.59666 -2.61367 -1.01942
C -3.76809 0.15477 -0.15328
C -0.81331 -0.20067 -0.29145
H -3.58771 -2.93370 -1.38622
H -2.46482 -3.01820 0.00117
H -1.83228 -3.07830 -1.66917
H 0.00657 -0.33992 -1.02461
H -0.56781 -0.70489 0.65926
H -0.95078 0.89589 -0.13890
H -4.75833 0.02559 -0.61520
H -3.55160 1.23814 -0.13727
H -3.85476 -0.18057 0.89301
C 6.58082 0.01871 3.89113
N 5.17656 -0.44038 3.67983
C 5.10471 -1.92746 3.65381
C 4.20629 0.15650 4.69518
C 4.17281 1.63075 4.48884
C 5.01095 2.48519 5.26556
C 5.08385 3.84441 4.95818
C 4.34198 4.35984 3.89992
C 3.47688 3.51337 3.14939
C 3.39244 2.20448 3.52126
H 6.89840 -0.24494 4.90719
H 6.66059 1.09752 3.73194
H 7.21351 -0.50451 3.16451
H 4.87441 -0.06248 2.72141
H 5.31911 -2.30196 4.66195
H 4.10091 -2.23001 3.33796
H 5.84764 -2.30853 2.94677
H 3.23326 -0.32048 4.52281
H 4.57505 -0.11979 5.68942
H 5.60389 2.05302 6.07314
H 5.77380 4.47187 5.52202
H 4.42156 5.42130 3.65367
H 2.89063 3.94026 2.32401